[1]
DFT (ωB97M-V/def2-TZVPD) results for C5H14N2 in the gas phase at a distorted geometry.

Cartesian coordinates (Å):
N -0.993991 0.665245 -1.570677
C -1.554445 1.353426 1.690730
C -0.436987 1.785717 0.669359
C 0.049211 0.785720 -0.365459
C 0.409764 -0.595783 0.158824
N 0.404838 -1.658369 -0.804651
C 1.543165 -2.623152 -0.427199
H -1.155752 1.565054 -2.057111
H -0.358029 0.228614 -2.356003
H -2.412034 0.844027 1.088903
H -1.748998 2.195167 2.176717
H -1.167553 0.619216 2.262570
H 0.381703 2.283175 1.259451
H -1.002494 2.519275 0.157868
H 0.911770 1.300905 -0.887100
H -0.346470 -0.855893 0.874397
H 1.368070 -0.543576 0.707443
H 0.817008 -1.196436 -1.615879
H 2.429244 -1.997777 -0.345089
H 1.597405 -3.451308 -1.193218
H 1.264575 -3.223245 0.576122

Cartesian forces, eV/Å:
2.608 -0.971 -0.922
0.124 -2.803 -5.905
-0.693 -0.410 1.462
-0.167 1.351 -2.896
-0.566 0.667 1.022
2.282 -1.041 -0.684
-2.498 -1.462 0.781
0.187 -0.096 1.125
-1.850 0.555 1.895
1.140 1.352 1.167
-1.601 3.250 2.341
1.044 -2.296 2.502
-0.526 -0.571 -0.779
0.186 1.302 -1.004
-0.286 -0.788 0.844
-0.378 -0.108 0.736
-0.158 0.272 -0.079
-0.311 -0.491 -0.433
0.489 -0.638 0.247
0.224 1.170 0.610
0.749 1.755 -2.031

The value obtained for the strongest force on any atom is 6.5 eV/A. The relative energy (zero: lowest compared OMol25 entry of this formula, charge and spin) comes out at 249.61 kJ/mol. The SMILES is CC[C@H](N)CNC.

For reference, the natural (NBO) charges in units of e are: number 1, N, carries -0.84; number 2, C, carries -0.59; number 3, C, carries -0.40; number 4, C, carries -0.04; number 5, C, carries -0.25; number 6, N, carries -0.58; number 7, C, carries -0.43; number 8, H, carries 0.35; number 9, H, carries 0.33; number 10, H, carries 0.21; number 11, H, carries 0.20; number 12, H, carries 0.19; number 13, H, carries 0.20; number 14, H, carries 0.21; number 15, H, carries 0.17; number 16, H, carries 0.19; number 17, H, carries 0.17; number 18, H, carries 0.32; number 19, H, carries 0.18; number 20, H, carries 0.21; number 21, H, carries 0.20

[2]
DFT (ωB97M-V/def2-TZVPD) results for 2 unconnected molecules or ions with the total composition C5H14N2.

Cartesian coordinates (Å):
C 0.170334 -0.839333 1.841038
C 0.734313 -0.835195 0.408049
C 1.427969 -2.150337 0.069954
N -0.445158 0.403870 2.265996
H 0.227580 1.161209 2.221693
H -1.216365 0.647096 1.652184
H 0.981611 -1.066308 2.540649
H -0.591548 -1.628576 1.928808
H 1.446848 -0.011874 0.309301
H -0.078124 -0.664223 -0.299244
H 0.726575 -2.979796 0.139393
H 2.246076 -2.340830 0.764235
H 1.829172 -2.128843 -0.939992
C -0.489754 1.546453 -2.321893
C -1.012586 1.867010 -0.959649
N -1.960505 1.329445 -0.341351
H -2.430284 0.575442 -0.844607
H -0.503656 2.674272 -0.443098
H -1.007153 0.690563 -2.743313
H -0.631854 2.407333 -2.967927
H 0.576510 1.342624 -2.280224

Cartesian forces, eV/Å:
-0.008 0.057 -0.347
-0.003 -0.393 0.358
-0.075 0.202 0.055
-0.102 0.104 0.180
-0.076 0.008 -0.009
0.102 0.110 0.048
-0.077 -0.164 -0.040
0.289 0.046 0.023
-0.038 0.112 -0.021
-0.014 0.095 -0.005
-0.030 -0.119 0.001
0.068 -0.060 -0.001
0.091 -0.080 -0.101
-0.192 -0.052 0.124
0.292 0.118 -0.413
-0.736 -0.213 0.543
0.209 0.053 -0.248
0.172 0.200 0.129
-0.046 -0.119 -0.114
0.009 0.141 -0.185
0.167 -0.046 0.023

The value obtained for the strongest force on any atom is 0.9 eV/A. The relative energy (zero: lowest compared OMol25 entry of this formula, charge and spin) comes out at 87.52 kJ/mol. The SMILES is [H]/N=C\C.CCCN.

For reference, the natural (NBO) charges in units of e are: number 1, C, carries -0.21; number 2, C, carries -0.41; number 3, C, carries -0.61; number 4, N, carries -0.84; number 5, H, carries 0.34; number 6, H, carries 0.38; number 7, H, carries 0.18; number 8, H, carries 0.18; number 9, H, carries 0.18; number 10, H, carries 0.19; number 11, H, carries 0.20; number 12, H, carries 0.20; number 13, H, carries 0.21; number 14, C, carries -0.69; number 15, C, carries 0.17; number 16, N, carries -0.64; number 17, H, carries 0.33; number 18, H, carries 0.16; number 19, H, carries 0.21; number 20, H, carries 0.23; number 21, H, carries 0.23

[3]
DFT (ωB97M-V/def2-TZVPD) results for a gas-phase ion, C5H14N2 (charge +1) at a distorted geometry.

Cartesian coordinates (Å):
C -0.718751 -0.318403 2.189308
N -0.046858 0.541682 1.219944
C 0.510672 1.728085 1.856372
C -0.740758 0.704490 -0.004061
C -0.500744 -0.552214 -0.905294
N 0.733651 -0.540071 -1.584160
C 0.798266 -1.458679 -2.743005
H -0.887973 -1.272164 1.687535
H -0.277683 -0.315292 3.178052
H -1.726736 0.052770 2.326223
H 0.699760 2.459072 1.071380
H 1.491664 1.644797 2.313011
H -0.132855 2.069572 2.665630
H -0.262575 1.498487 -0.576053
H -1.813306 0.905455 -0.061884
H -0.723770 -1.485855 -0.355192
H -1.307954 -0.627154 -1.640547
H 1.558117 -0.729377 -1.022825
H 0.583050 -2.493573 -2.479170
H 1.782113 -1.407585 -3.185001
H 0.091911 -1.028843 -3.454346

Cartesian forces, eV/Å:
-0.193 -0.460 -0.903
-1.832 1.080 2.353
1.042 0.694 -0.989
1.670 -0.470 -2.287
-1.167 -1.050 -0.133
0.973 -0.704 -0.286
-0.413 1.122 0.125
0.360 -0.377 0.572
0.563 -0.375 -0.220
-0.430 0.441 -0.039
-0.488 0.292 0.225
0.210 -0.963 0.144
-0.364 0.140 -0.238
-0.019 0.241 0.199
-0.119 -0.194 1.083
0.364 0.231 0.507
0.147 0.584 -0.232
-0.250 0.352 0.460
-0.240 -0.052 -0.055
0.252 0.050 -0.039
-0.065 -0.584 -0.247

The value obtained for the strongest force on any atom is 3.2 eV/A. Its spin multiplicity is 2. The relative energy (zero: lowest compared OMol25 entry of this formula, charge and spin) comes out at 128.60 kJ/mol. As for the expectation value of S²: 0.7557. The charge is +1.

For reference, the natural (NBO) charges in units of e are: number 1, C, carries -0.46; number 2, N, carries -0.04; number 3, C, carries -0.46; number 4, C, carries -0.29; number 5, C, carries -0.21; number 6, N, carries -0.56; number 7, C, carries -0.42; number 8, H, carries 0.24; number 9, H, carries 0.25; number 10, H, carries 0.25; number 11, H, carries 0.24; number 12, H, carries 0.26; number 13, H, carries 0.25; number 14, H, carries 0.25; number 15, H, carries 0.28; number 16, H, carries 0.19; number 17, H, carries 0.23; number 18, H, carries 0.37; number 19, H, carries 0.19; number 20, H, carries 0.22; number 21, H, carries 0.21

[4]
DFT (ωB97M-V/def2-TZVPD) results for a gas-phase ion, C5H14N2 (charge +2) at a distorted geometry.

Cartesian coordinates (Å):
C 0.738727 0.108984 -1.701421
C -0.554876 -0.583854 -1.093096
C -0.345848 -0.947932 0.419008
C 1.021269 -0.901748 1.106186
C 0.353961 1.432879 1.996844
N 0.993219 0.313314 2.002386
N -1.783404 0.335939 -1.340057
H 0.900839 1.085789 -1.217271
H 1.628777 -0.483114 -1.860055
H 0.608810 0.345269 -2.800439
H -0.615921 -1.648555 -1.511497
H -0.694293 -1.939261 0.433156
H -1.140976 -0.445907 1.066150
H 1.869214 -0.610862 0.458023
H 1.301042 -1.749193 1.763129
H 0.857144 2.210999 2.516335
H -0.469720 1.729579 1.285185
H 1.855879 0.169117 2.641184
H -2.612352 -0.304755 -1.143169
H -2.086209 0.703680 -2.262130
H -1.825273 1.179631 -0.758453

Cartesian forces, eV/Å:
-1.889 0.786 -1.738
3.551 -0.385 -0.990
-1.851 0.789 0.342
-0.898 1.879 0.010
0.884 -0.990 -1.595
1.991 -0.186 1.187
-1.840 -2.055 0.261
0.364 -0.449 -0.007
0.205 -0.497 1.081
-0.562 0.007 1.068
-0.948 2.106 -0.483
-0.237 -1.474 0.471
1.113 -0.399 -0.620
-0.390 -0.695 0.014
-0.485 0.320 -0.632
-0.257 0.704 1.034
0.880 -0.902 1.032
-1.843 1.218 -0.794
0.811 1.242 0.311
1.291 -0.554 -0.290
0.109 -0.464 0.338

The value obtained for the strongest force on any atom is 3.7 eV/A. The relative energy (zero: lowest compared OMol25 entry of this formula, charge and spin) comes out at 205.30 kJ/mol. The SMILES is C=[NH+]CC[C@H](C)[NH3+]. The charge is +2.

For reference, the natural (NBO) charges in units of e are: number 1, C, carries -0.68; number 2, C, carries -0.05; number 3, C, carries -0.47; number 4, C, carries -0.23; number 5, C, carries 0.12; number 6, N, carries -0.39; number 7, N, carries -0.71; number 8, H, carries 0.21; number 9, H, carries 0.28; number 10, H, carries 0.27; number 11, H, carries 0.28; number 12, H, carries 0.27; number 13, H, carries 0.23; number 14, H, carries 0.27; number 15, H, carries 0.28; number 16, H, carries 0.26; number 17, H, carries 0.22; number 18, H, carries 0.47; number 19, H, carries 0.47; number 20, H, carries 0.48; number 21, H, carries 0.44